[1]
Formula: C36H60N10O5
Source: the Open Molecules 2025 dataset
Level of theory: ωB97M-V/def2-TZVPD

The calculation puts the energy at -63435.570 eV. Its SMILES is [H]/N=C/C[C@]1(CCCCOC)OC(=O)O[C@@H]1CCCCCCCOC.CC#N.CC#N.CC#N.CC#N.CC#N.CC#N.CC#N.CC#N.CC#N. For the HOMO energy, the calculation gives -9.38 eV. Its net charge is 0.

Structure (XYZ):
```
111
Properties=species:S:1:pos:R:3:mulliken_charge:R:1
C -1.8415 2.1282 1.6332 -0.532
O -2.0542 0.6986 1.6369 -0.404
C -0.8075 -0.0310 1.5574 0.663
C -0.7963 -1.1823 0.4367 -0.281
C -0.2235 -2.5849 0.9556 -0.645
C 1.1364 -3.0494 0.2533 -1.041
C 2.3551 -2.0009 0.5050 0.434
C 2.6702 -1.9721 2.0753 -0.245
C 4.0812 -1.3493 2.4835 -1.137
C 4.5064 -0.0243 1.7163 -0.388
O 4.7871 -0.0795 0.2800 -0.412
C 3.7984 0.8536 -0.2302 -0.081
O 3.8193 1.1019 -1.4404 -0.531
O 2.9046 1.3541 0.7871 0.491
C 3.7692 1.3553 1.9605 1.066
C 3.1992 1.7409 3.3951 -0.831
C 2.0020 0.8451 3.9272 -0.061
N 2.2054 0.1366 5.0230 -0.647
C 4.7760 2.6132 1.6700 -1.200
C 4.0086 3.9009 1.0787 -0.216
C 4.3492 4.1938 -0.4638 -0.701
C 3.0739 4.3606 -1.4154 -0.301
O 1.9008 4.9033 -0.7711 -0.422
C 0.8391 3.9333 -0.6489 -0.299
H -2.7293 2.7239 2.0326 0.321
H -0.9270 2.4621 2.2498 0.190
H -1.6111 2.4228 0.5407 0.191
H 0.0225 0.7497 1.3735 -0.556
H -0.6066 -0.4738 2.6032 0.086
H -1.8903 -1.3655 0.1227 0.070
H -0.2659 -0.7622 -0.4803 0.329
H -0.1616 -2.5340 2.0916 0.398
H -1.0118 -3.3946 0.7109 0.268
H 1.4351 -4.1014 0.5644 0.409
H 0.9461 -3.0007 -0.8821 0.311
H 1.8993 -0.9751 0.2372 -0.480
H 3.2690 -2.2623 -0.1161 0.388
H 1.7666 -1.5108 2.5957 -0.142
H 2.6879 -3.0753 2.4185 0.460
H 4.8900 -2.1540 2.4062 0.464
H 4.0078 -1.0686 3.6004 0.337
H 5.5631 0.1768 2.1434 0.394
H 2.8112 2.8156 3.3386 0.477
H 4.0137 1.7479 4.2069 0.335
H 0.9690 0.7587 3.4482 0.187
H 1.3449 -0.3988 5.2573 0.299
H 5.1497 2.9270 2.7159 0.535
H 5.7054 2.3130 1.0873 0.399
H 4.4152 4.8053 1.6669 0.430
H 2.8977 3.8545 1.3180 0.030
H 4.9287 5.1892 -0.5178 0.448
H 5.0898 3.4081 -0.8654 0.189
H 2.8699 3.3860 -1.9934 0.197
H 3.3740 5.1211 -2.2290 0.207
H 1.1571 2.8549 -0.8267 0.124
H -0.0763 4.2202 -1.2885 0.194
H 0.4581 3.9745 0.4418 0.116
C 5.9204 1.3695 -4.3266 -0.523
C 6.5133 2.6990 -4.1661 0.423
N 6.9783 3.7443 -4.0395 -0.491
H 5.5441 0.9788 -3.3778 0.036
H 5.0808 1.3868 -5.0251 0.265
H 6.6462 0.6486 -4.7098 0.326
C -4.0978 -2.8233 -2.0053 -0.963
C -3.0980 -3.7146 -1.4127 0.520
N -2.3125 -4.4149 -0.9465 -0.453
H -4.8737 -2.5556 -1.2846 0.265
H -3.6466 -1.8931 -2.3582 0.291
H -4.5941 -3.2890 -2.8596 0.379
C -2.6065 6.4445 -1.0695 -0.723
C -2.7811 5.6726 0.1633 0.493
N -2.9178 5.0664 1.1321 -0.440
H -2.9327 5.8829 -1.9445 0.028
H -3.1815 7.3725 -1.0476 0.344
H -1.5599 6.7147 -1.2293 0.270
C 4.3434 5.1816 -6.2738 -0.678
C 3.1429 4.9515 -5.4663 0.402
N 2.2000 4.7718 -4.8316 -0.388
H 4.2497 4.7374 -7.2673 0.284
H 4.5359 6.2479 -6.4111 0.294
H 5.2309 4.7487 -5.8055 0.085
C -2.9035 -7.6428 -0.0339 -0.128
C -3.9596 -8.6221 0.2310 0.359
N -4.7911 -9.3914 0.4366 -0.469
H -2.2870 -7.4652 0.8507 -0.094
H -2.2360 -7.9761 -0.8315 0.293
H -3.3162 -6.6792 -0.3393 0.030
C -2.0263 -7.9498 4.6136 -0.796
C -1.1594 -7.6280 3.4776 0.383
N -0.4787 -7.3754 2.5848 -0.428
H -3.0159 -7.5010 4.5026 0.271
H -2.1679 -9.0278 4.7173 0.271
H -1.6072 -7.5848 5.5538 0.298
C -4.8953 0.7560 2.7463 -0.511
C -5.9559 -0.2220 3.0017 0.186
N -6.7891 -0.9901 3.2020 -0.383
H -4.2880 0.9324 3.6366 0.243
H -4.2210 0.4210 1.9561 0.135
H -5.3045 1.7207 2.4365 0.361
C -7.9292 -8.0144 -0.9239 -0.530
C -7.9681 -7.0997 -2.0676 0.326
N -7.9977 -6.3806 -2.9655 -0.380
H -6.9168 -8.3807 -0.7358 0.068
H -8.2731 -7.5282 -0.0083 0.255
H -8.5649 -8.8877 -1.0852 0.259
C -5.1981 4.1805 -4.1869 -0.844
C -4.5677 5.4885 -3.9937 0.466
N -4.0724 6.5160 -3.8420 -0.434
H -5.6209 3.7976 -3.2553 0.273
H -6.0098 4.2304 -4.9160 0.319
H -4.4816 3.4395 -4.5480 0.267
```

---

[2]
Formula: C36H62BiN10O3PSi
Source: the Open Molecules 2025 dataset
Level of theory: ωB97M-V/def2-TZVPD

The calculation puts the energy at -82380.370 eV. The calculation puts the energy relative to the best compared isomer or geometry (same formula, charge and spin) at 1.000 eV. For the HOMO energy, the calculation gives -12.56 eV. Its net charge is +2.

Structure (XYZ):
```
114
Properties=species:S:1:pos:R:3:mulliken_charge:R:1
Bi -0.1340 0.2220 -0.7080 2.204
C -2.8145 0.0609 -2.7887 -1.043
C -3.0611 1.0402 -1.6445 0.386
N -2.4868 0.5147 -0.3837 -0.442
C -3.3204 -0.6001 0.1535 -0.767
C -2.5722 -1.8887 0.4972 -0.629
N -1.5988 -2.2547 -0.5191 -0.218
C -2.0519 -2.7154 -1.8243 -1.147
C -1.3693 -1.9417 -2.9604 -0.314
N -1.4339 -0.4725 -2.7624 -0.485
H -3.0263 0.5616 -3.7338 0.741
H -3.5059 -0.7769 -2.7241 0.423
H -4.1344 1.2148 -1.5369 0.619
H -2.5956 1.9963 -1.8613 -1.033
H -2.4127 1.2590 0.3086 0.273
H -4.0842 -0.8178 -0.5929 0.375
H -3.8458 -0.2616 1.0464 0.528
H -3.3287 -2.6596 0.6805 0.484
H -2.0022 -1.7397 1.4128 -0.104
H -0.8641 -2.8289 -0.1307 0.286
H -3.1355 -2.6047 -1.8890 0.334
H -1.8467 -3.7766 -1.9773 0.634
H -1.8389 -2.2172 -3.9090 0.521
H -0.3150 -2.2241 -3.0080 -0.114
H -0.8837 -0.0223 -3.4918 0.105
N 0.1501 -1.2774 2.8350 -0.337
C -0.4232 -0.0455 3.3980 0.587
C -0.2937 0.1790 4.9357 -1.013
C 0.8075 -0.5544 5.7195 -0.525
C 2.0871 0.2541 5.8895 -1.262
N 2.5942 0.6625 4.5861 -0.017
C 3.0809 -0.1751 3.6895 0.092
N 3.4639 -1.4183 4.0320 -0.121
N 3.1367 0.2032 2.4177 -0.009
C 0.0812 1.1153 2.5152 -0.939
O 0.8724 1.9517 2.9368 -0.844
O -0.4755 1.1837 1.3391 -0.633
H -0.1441 -2.0836 3.3732 0.379
H 1.1615 -1.2625 2.8551 0.126
H -1.4946 -0.0884 3.1912 0.513
H -1.2437 -0.1335 5.3693 0.520
H -0.2198 1.2546 5.1134 0.295
H 1.0408 -1.5104 5.2467 0.320
H 0.4367 -0.7942 6.7170 0.441
H 2.8395 -0.3040 6.4492 0.369
H 1.8913 1.1665 6.4477 0.436
H 2.1004 1.4539 4.1787 0.422
H 3.6061 -1.6444 5.0019 0.238
H 3.9694 -1.9727 3.3620 0.169
H 2.6631 1.0636 2.1724 -0.008
H 3.2528 -0.4831 1.6733 0.170
C -3.4218 5.5954 -0.5493 -0.670
C -2.7573 4.8906 0.4480 -0.709
C -1.7066 4.0471 0.1180 -0.442
C -1.3008 3.8915 -1.2153 0.131
C -1.9651 4.6245 -2.2030 -0.064
C -3.0214 5.4668 -1.8721 -0.720
Si 0.1316 2.7491 -1.6144 1.739
C 0.4109 2.7296 -3.4786 0.800
C -0.5821 2.3130 -4.3753 -0.525
C -0.3578 2.2785 -5.7447 -0.861
C 0.8727 2.6778 -6.2522 -0.789
C 1.8609 3.1250 -5.3862 -0.729
C 1.6315 3.1492 -4.0143 -0.160
C 1.6727 3.4375 -0.8142 0.503
C 1.8012 4.8174 -0.6458 -0.720
C 2.9628 5.3650 -0.1197 -0.833
C 4.0193 4.5401 0.2413 -0.907
C 3.9153 3.1665 0.0702 -0.278
C 2.7466 2.6213 -0.4464 -0.194
H -4.2392 6.2578 -0.2926 0.405
H -3.0516 5.0116 1.4839 0.475
H -1.1752 3.5160 0.9045 0.519
H -1.6493 4.5517 -3.2374 0.429
H -3.5263 6.0281 -2.6490 0.453
H -1.5773 2.0750 -4.0058 0.595
H -1.1457 1.9625 -6.4180 0.491
H 1.0505 2.6665 -7.3205 0.414
H 2.8123 3.4619 -5.7802 0.457
H 2.4051 3.5263 -3.3535 0.365
H 0.9840 5.4728 -0.9308 0.521
H 3.0481 6.4375 0.0002 0.452
H 4.9256 4.9681 0.6515 0.425
H 4.7530 2.5299 0.3311 0.511
H 2.6851 1.5440 -0.6143 -0.240
C 4.4242 0.6680 -2.9587 -0.522
N 3.6718 -0.5894 -3.0409 0.414
C 2.3697 -0.4269 -3.6761 -0.919
P 3.8107 -1.6284 -1.7514 -0.169
O 3.1208 -1.2353 -0.4805 -0.256
N 3.1054 -3.0105 -2.3330 0.621
C 2.5505 -3.9619 -1.3724 -0.983
C 3.6225 -3.6504 -3.5436 -1.149
N 5.4415 -1.7910 -1.5365 0.224
C 6.0808 -1.5644 -0.2489 -0.839
C 6.3910 -1.8677 -2.6480 -1.137
H 4.7235 0.9855 -3.9591 0.350
H 5.3212 0.5378 -2.3571 0.263
H 3.8256 1.4653 -2.5090 -0.121
H 2.4958 0.0387 -4.6546 0.433
H 1.7102 0.2358 -3.0935 0.040
H 1.8891 -1.3940 -3.8031 0.305
H 2.2637 -3.4410 -0.4607 0.149
H 3.2670 -4.7516 -1.1220 0.249
H 1.6664 -4.4400 -1.8019 0.318
H 4.4337 -4.3499 -3.3178 0.288
H 3.9826 -2.9027 -4.2468 0.373
H 2.8169 -4.2069 -4.0261 0.364
H 5.3764 -1.7448 0.5570 0.106
H 6.4700 -0.5436 -0.1557 0.281
H 6.9140 -2.2584 -0.1312 0.366
H 5.8728 -1.8572 -3.6023 0.363
H 6.9855 -2.7804 -2.5792 0.344
H 7.0747 -1.0136 -2.6249 0.414
```